Entry 1:
A single C5H8O molecule, computed with ωB97M-V/def2-TZVPD.

Last column: natural (NBO) charge in e.
Positions of all 14 atoms, in Å:
C1 0.726 -1.193 1.285  -0.63
C2 0.352 -0.266 0.189  0.22
C3 -0.941 -0.372 -0.618  -0.43
C4 -0.732 1.115 -0.955  -0.42
C5 0.746 0.973 -0.509  0.07
O1 0.687 1.155 0.853  -0.53
H1 0.694 -2.251 1.021  0.21
H2 -0.065 -1.013 2.033  0.23
H3 1.670 -0.885 1.725  0.24
H4 -0.756 -0.962 -1.537  0.22
H5 -1.857 -0.756 -0.155  0.20
H6 -0.928 1.458 -1.962  0.20
H7 -1.247 1.715 -0.197  0.23
H8 1.606 1.231 -1.118  0.19

Output
**E_tot**: -270.437713 hartree
**HOMO energy**: -9.21 eV
**SMILES**: C[C@]12CC[C@H]1O2
**Spin multiplicity**: 1
**Relative energy (zero: lowest compared OMol25 entry of this formula, charge and spin)**: 75.4 kcal per mole
**Strongest force on any atom**: 1.2 eV Å⁻¹
**Kohn-Sham gap**: 0.37996 Ha


Entry 2:
4 unconnected molecules or ions with the total composition C4H16O3, computed with ωB97M-V/def2-TZVPD.

Last column: natural (NBO) charge in e.
Positions of all 23 atoms, in Å:
C1 0.892 1.029 -1.185  -0.61
C2 0.056 -0.038 -0.472  -0.24
C3 0.990 -0.909 0.374  -0.63
C4 -0.840 0.710 0.580  -0.60
H1 1.542 1.490 -0.405  0.20
H2 1.365 0.862 -2.133  0.21
H3 0.200 1.829 -1.448  0.19
H4 -0.664 -0.633 -0.999  0.21
H5 1.949 -0.413 0.541  0.20
H6 1.158 -1.988 0.292  0.22
H7 0.531 -0.963 1.437  0.21
H8 -0.213 1.452 1.242  0.21
H9 -1.629 1.211 -0.014  0.20
H10 -1.215 -0.136 1.194  0.21
O1 1.973 1.789 2.748  -0.92
H11 1.934 2.532 3.366  0.46
H12 2.136 2.306 1.944  0.46
O2 -1.788 0.641 -3.353  -0.94
H13 -1.394 -0.235 -3.278  0.47
H14 -1.052 1.261 -3.283  0.47
O3 -1.190 -3.147 1.083  -0.93
H15 -1.081 -3.949 0.558  0.47
H16 -1.912 -3.405 1.672  0.47

Output
**E_tot**: -387.665215 hartree
**HOMO energy**: -10.39 eV
**SMILES**: CC(C)C.O.O.O
**Spin multiplicity**: 1
**Relative energy (zero: lowest compared OMol25 entry of this formula, charge and spin)**: 36.1 kcal per mole
**Strongest force on any atom**: 3.2 eV Å⁻¹
**Kohn-Sham gap**: 0.40721 Ha


Entry 3:
A molecular structure, C21H20BrClF4N2O4PPd, computed with ωB97M-V/def2-TZVPD.

Last column: natural (NBO) charge in e.
Positions of all 55 atoms, in Å:
Pd1 0.801 -0.036 -1.809  0.93
F1 -4.532 -4.784 0.465  -0.21
C1 -3.692 -3.806 0.604  0.39
C2 -3.421 -3.285 1.859  0.34
F2 -4.014 -3.759 2.923  -0.23
C3 -2.509 -2.245 1.980  0.41
F3 -2.305 -1.762 3.190  -0.26
C4 -1.860 -1.689 0.860  -0.59
P1 -0.726 -0.387 1.227  1.74
C5 0.275 -0.759 2.552  -0.54
C6 0.763 -2.097 2.632  -0.02
C7 1.536 -2.473 3.699  -0.23
C8 1.841 -1.534 4.687  0.01
C9 1.377 -0.215 4.622  -0.20
C10 0.616 0.191 3.559  -0.09
C11 -1.212 1.234 0.870  -0.56
C12 -2.516 1.458 0.370  -0.05
C13 -2.959 2.754 0.215  -0.22
C14 -2.105 3.817 0.511  -0.05
C15 -0.791 3.600 0.942  -0.20
C16 -0.326 2.314 1.101  -0.16
C17 -2.175 -2.222 -0.408  -0.10
Br1 -1.511 -1.548 -2.046  0.17
C18 -3.067 -3.261 -0.530  0.32
F4 -3.370 -3.762 -1.704  -0.24
H1 0.540 -2.802 1.841  0.24
H2 1.919 -3.481 3.775  0.27
H3 2.440 -1.840 5.536  0.27
H4 1.605 0.474 5.424  0.27
H5 0.206 1.190 3.533  0.24
H6 -3.178 0.625 0.166  0.24
H7 -3.968 2.947 -0.122  0.27
H8 -2.464 4.832 0.391  0.27
H9 -0.143 4.441 1.148  0.27
H10 0.697 2.129 1.399  0.26
N1 0.946 1.957 -2.150  -0.70
C19 2.043 2.421 -3.051  -0.24
C20 1.853 1.855 -4.446  -0.44
C21 2.170 0.370 -4.496  -0.24
N2 1.116 -0.429 -3.797  -0.72
H11 0.050 2.333 -2.460  0.41
H12 1.127 2.311 -1.209  0.42
H13 2.975 2.080 -2.598  0.24
H14 2.036 3.512 -3.049  0.25
H15 2.487 2.391 -5.151  0.29
H16 0.825 2.027 -4.784  0.22
H17 3.115 0.142 -4.003  0.24
H18 2.222 0.005 -5.523  0.26
H19 1.412 -1.410 -3.783  0.43
H20 0.253 -0.390 -4.340  0.41
O1 1.996 0.528 0.219  -0.91
Cl1 2.797 -0.712 -0.114  2.52
O2 3.664 -1.031 0.931  -0.70
O3 1.721 -1.720 -0.276  -0.89
O4 3.420 -0.501 -1.379  -0.80

Output
**E_tot**: -5124.209768 hartree
**HOMO energy**: -18.45 eV
**Spin multiplicity**: 1
**Relative energy (zero: lowest compared OMol25 entry of this formula, charge and spin)**: 31.0 kcal per mole
**Strongest force on any atom**: 1.4 eV Å⁻¹
**Kohn-Sham gap**: 0.21690 Ha
**Total charge**: +3


Entry 4:
A molecular structure, C5H16N4, computed with ωB97M-V/def2-TZVPD.

Last column: natural (NBO) charge in e.
Positions of all 25 atoms, in Å:
C1 1.985 0.304 -0.238  0.37
C2 -0.218 0.379 -0.530  -0.22
C3 -0.100 -0.314 0.677  -0.17
C4 -2.617 -1.441 -0.305  -0.41
C5 -2.867 0.667 0.903  -0.41
N1 -1.984 -0.301 0.306  -0.54
N2 2.352 -0.917 -0.897  -0.90
N3 2.274 1.457 -1.053  -0.89
N4 2.596 0.427 1.057  -0.89
H1 3.354 -1.115 -0.846  0.35
H2 2.031 -0.947 -1.858  0.37
H3 2.006 2.322 -0.595  0.36
H4 3.262 1.503 -1.323  0.33
H5 3.590 0.663 1.004  0.35
H6 2.469 -0.393 1.640  0.36
H7 -0.379 1.447 -0.536  0.21
H8 -0.224 -0.153 -1.471  0.21
H9 -0.018 0.235 1.604  0.22
H10 0.168 -1.362 0.661  0.23
H11 -3.307 -1.154 -1.114  0.18
H12 -3.193 -2.030 0.426  0.17
H13 -1.859 -2.104 -0.735  0.19
H14 -3.461 0.234 1.723  0.17
H15 -2.286 1.494 1.325  0.19
H16 -3.572 1.097 0.175  0.18

Output
**E_tot**: -418.927372 hartree
**HOMO energy**: -6.31 eV
**Spin multiplicity**: 1
**Relative energy (zero: lowest compared OMol25 entry of this formula, charge and spin)**: 137.0 kcal per mole
**Strongest force on any atom**: 3.2 eV Å⁻¹
**Kohn-Sham gap**: 0.26683 Ha